The following is a DFT calculation (wB97M-V/def2-TZVPD) of a cluster of 2 separate species, C20H42FNO2 in total in a non-equilibrium geometry.

The geometry in XYZ format:
```
66
Properties=species:S:1:pos:R:3:nbo_charge:R:1
C -0.75 -1.48 2.37 -0.61
C -2.26 -1.29 2.20 -0.42
C -2.67 -1.13 0.74 -0.40
C -1.84 -0.07 -0.02 -0.40
C -2.72 0.88 -0.83 -0.39
C -2.02 2.19 -1.24 -0.38
C -1.47 3.01 -0.04 -0.41
C 0.06 3.17 0.00 -0.38
C 0.70 2.64 1.30 -0.41
C 2.15 2.18 1.15 -0.37
C 2.28 0.74 0.59 -0.43
C 2.46 0.71 -0.92 0.08
O 1.30 0.19 -1.52 -0.51
C 1.36 -0.03 -2.91 -0.09
C 2.63 0.46 -3.58 -0.26
N 3.89 0.08 -2.85 -0.51
C 3.74 0.00 -1.34 -0.05
C 3.94 -1.42 -0.81 -0.43
C 2.94 -2.49 -1.25 -0.47
C 3.16 -3.03 -2.65 0.06
F 2.26 -4.05 -2.86 -0.35
H -0.56 -1.95 3.33 0.22
H -0.23 -0.53 2.36 0.16
H -0.36 -2.15 1.60 0.18
H -2.62 -0.43 2.75 0.19
H -2.75 -2.18 2.57 0.29
H -3.71 -0.82 0.74 0.22
H -2.59 -2.10 0.25 0.19
H -1.25 0.47 0.70 0.18
H -1.16 -0.59 -0.69 0.18
H -2.99 0.35 -1.74 0.20
H -3.60 1.11 -0.26 0.21
H -2.75 2.80 -1.74 0.20
H -1.21 1.93 -1.92 0.17
H -1.92 3.99 -0.10 0.21
H -1.81 2.55 0.87 0.21
H 0.49 2.66 -0.86 0.17
H 0.32 4.22 -0.07 0.20
H 0.70 3.47 2.00 0.21
H 0.09 1.88 1.76 0.21
H 2.74 2.86 0.54 0.18
H 2.57 2.15 2.15 0.22
H 3.12 0.28 1.10 0.20
H 1.37 0.21 0.84 0.27
H 2.56 1.76 -1.23 0.17
H 1.15 -1.07 -3.13 0.20
H 0.55 0.54 -3.37 0.22
H 2.68 0.02 -4.57 0.24
H 2.62 1.52 -3.74 0.23
H 4.29 -0.77 -3.24 0.44
H 4.58 0.80 -3.05 0.44
H 4.54 0.59 -0.93 0.23
H 4.96 -1.73 -1.04 0.21
H 3.90 -1.37 0.27 0.26
H 3.08 -3.34 -0.59 0.24
H 1.91 -2.19 -1.14 0.25
H 2.96 -2.30 -3.43 0.12
H 4.16 -3.46 -2.75 0.17
C -5.72 -0.74 4.28 -0.64
C -5.51 -1.90 3.28 0.00
O -4.62 -2.79 3.73 -0.96
H -4.78 -0.20 4.46 0.17
H -6.46 -0.01 3.89 0.16
H -6.10 -1.11 5.23 0.19
H -5.25 -1.39 2.30 0.04
H -6.54 -2.29 3.07 0.07
```

Calculated values
HOMO energy in eV: -3.804
Energy above the lowest of the compared OMol25 structures with the same formula, charge and spin in kJ/mol: 45.7
Frontier orbital gap in eV: 1.792